Record 1
Below is a 2-piece molecular cluster, CH4ClNP2 overall in a non-equilibrium geometry, with properties calculated with ωB97M-V/def2-TZVPD.

Output
Energy above the lowest of the compared OMol25 structures with the same formula, charge and spin = 3.3089 eV
Calculated total energy = -33688.45955 eV
Gap between HOMO and LUMO (spin up / spin down) = 7.84 / 7.18 eV

Cartesian coordinates (Å):
C: 1.255 -1.543 0.649
N: -0.909 -0.414 -0.558
P: 0.520 0.033 -0.149
P: -1.723 2.036 -1.408
Cl: -0.355 3.044 -0.490
H: 1.370 -1.316 1.811
H: 0.494 -2.453 0.406
H: 2.260 -1.630 0.335
H: -2.911 2.243 -0.597

Cartesian forces, eV/Å:
C -3.018 -0.328 1.757
N -0.575 1.131 -0.272
P 0.657 -0.798 0.619
P -1.648 -2.335 -1.273
Cl 1.221 1.481 1.290
H -0.680 -0.579 -2.290
H 2.249 2.058 0.787
H 0.995 -0.555 -0.781
H 0.800 -0.075 0.163

Charges obtained by natural (NBO) population analysis, quoted in units of e: -0.97 -0.89 0.92 0.49 -0.24 0.24 0.26 0.23 -0.05

=====

Record 2
Below is an isolated ion of composition C5H9N2 and charge +1 in a non-equilibrium geometry, with properties calculated with ωB97M-V/def2-TZVPD.

Output
Charge = +1
Energy above the lowest of the compared OMol25 structures with the same formula, charge and spin = 1.6548 eV
⟨S²⟩ = 2.022
Calculated total energy = -8298.50078 eV
Gap between HOMO and LUMO (spin up / spin down) = 7.76 / 8.51 eV
Spin multiplicity = 3

Cartesian coordinates (Å):
C: -1.875 -1.016 -0.209
C: -0.593 -1.104 -0.480
C: -2.389 0.223 0.393
C: 0.234 0.032 0.098
C: 1.085 0.010 1.260
N: -1.663 1.208 0.474
N: 0.768 1.040 -1.001
H: -2.471 -1.891 -0.200
H: -0.236 -2.010 -0.994
H: -3.436 0.291 0.404
H: 1.073 0.819 1.966
H: 2.116 -0.226 1.197
H: 0.558 -0.810 1.720
H: 0.812 1.959 -0.400
H: 0.060 1.245 -1.852
H: 1.644 0.789 -1.418

Cartesian forces, eV/Å:
C 0.390 -0.292 1.131
C 1.310 0.524 0.491
C -0.046 -0.333 -1.238
C 2.493 -0.772 -4.444
C -1.443 -1.011 0.976
N -0.742 1.974 0.719
N -3.712 2.348 0.571
H -0.979 -0.456 -0.717
H 0.490 0.527 0.418
H -1.779 0.263 0.819
H -0.587 0.964 0.109
H 1.177 -0.607 -0.768
H 0.481 -0.536 1.213
H 0.274 -1.792 -1.852
H 1.766 -0.674 2.585
H 0.905 -0.127 -0.011

Charges obtained by natural (NBO) population analysis, quoted in units of e: -0.18 -0.27 -0.06 0.32 -0.75 -0.17 -0.78 0.25 0.25 0.24 0.26 0.25 0.27 0.47 0.46 0.44

=====

Record 3
Below is one molecule with the formula C20H22N2O7 in a non-equilibrium geometry, with properties calculated with ωB97M-V/def2-TZVPD.

Output
Energy above the lowest of the compared OMol25 structures with the same formula, charge and spin = 3.6872 eV
Calculated total energy = -38406.14538 eV
Gap between HOMO and LUMO = 8.11 eV

Cartesian coordinates (Å):
C: 7.121 0.782 -1.192
O: 5.942 1.404 -0.740
C: 4.787 0.698 -0.775
C: 4.668 -0.612 -1.183
C: 3.441 -1.293 -1.207
O: 3.570 -2.590 -1.572
C: 2.610 -3.556 -1.203
C: 2.287 -0.595 -0.839
C: 0.922 -1.052 -0.957
N: 0.387 -1.904 -1.787
N: -0.936 -1.903 -1.574
C: -1.175 -1.038 -0.629
C: -2.477 -0.700 -0.105
C: -3.583 -1.353 -0.636
C: -4.855 -1.062 -0.186
C: -5.049 -0.083 0.778
O: -6.251 0.298 1.273
C: -7.409 -0.346 0.798
C: -3.937 0.605 1.321
O: -4.254 1.543 2.254
C: -3.409 2.660 2.445
C: -2.651 0.272 0.898
O: -1.545 0.894 1.455
C: -1.003 0.193 2.556
O: -0.034 -0.463 -0.195
C: 2.422 0.731 -0.374
C: 3.629 1.382 -0.329
O: 3.821 2.660 0.104
C: 2.698 3.390 0.529
H: 7.902 1.536 -1.102
H: 7.380 -0.084 -0.575
H: 7.035 0.470 -2.238
H: 5.527 -1.183 -1.495
H: 3.102 -4.518 -1.347
H: 2.326 -3.445 -0.152
H: 1.714 -3.492 -1.825
H: -3.420 -2.092 -1.403
H: -5.695 -1.589 -0.608
H: -8.238 0.113 1.334
H: -7.544 -0.192 -0.277
H: -7.390 -1.419 1.013
H: -2.990 3.013 1.501
H: -4.046 3.433 2.876
H: -2.594 2.442 3.139
H: -1.731 0.109 3.372
H: -0.679 -0.814 2.273
H: -0.142 0.769 2.888
H: 1.520 1.237 -0.071
H: 1.968 3.516 -0.278
H: 2.208 2.916 1.386
H: 3.078 4.366 0.827

Cartesian forces, eV/Å:
C 0.219 -0.131 -0.080
O -0.432 0.057 0.111
C -0.139 0.025 0.039
C 0.126 0.097 -0.045
C -0.128 0.190 0.241
O 0.110 0.400 -0.259
C -0.281 -0.500 -0.029
C 0.377 -0.058 0.117
C -0.440 -0.680 -0.652
N 1.377 0.563 -0.019
N -1.410 0.296 0.590
C 0.317 -0.591 -0.690
C -0.340 0.329 0.345
C 0.302 0.144 0.160
C -0.222 0.107 0.095
C 0.167 0.127 0.098
O 0.379 0.096 0.053
C -0.192 -0.124 -0.102
C -0.200 0.117 0.023
O 0.061 -0.485 -0.078
C 0.145 0.381 0.085
C 0.005 -0.046 0.072
O -0.649 -0.004 -0.384
C 0.099 -0.168 0.294
O 0.085 -0.046 0.028
C 0.321 0.260 0.034
C -0.002 0.030 0.020
O 0.245 -0.250 -0.139
C -0.140 0.095 0.043
H -0.028 -0.090 -0.024
H -0.022 0.028 -0.029
H -0.008 0.005 0.041
H 0.130 -0.025 0.001
H -0.008 0.042 0.083
H 0.023 0.016 0.004
H 0.312 -0.118 0.164
H -0.023 -0.080 -0.080
H -0.110 -0.024 -0.018
H 0.031 -0.065 -0.066
H 0.015 -0.016 0.040
H 0.009 0.039 -0.019
H -0.029 -0.012 0.049
H 0.060 -0.030 -0.034
H -0.056 0.011 -0.082
H 0.027 0.047 -0.051
H -0.007 0.070 -0.007
H 0.000 -0.063 0.044
H -0.018 0.115 0.020
H 0.012 -0.023 0.024
H 0.004 -0.004 -0.028
H -0.078 -0.052 -0.005

Charges obtained by natural (NBO) population analysis, quoted in units of e: -0.25 -0.48 0.29 -0.36 0.43 -0.51 -0.26 -0.24 0.46 -0.31 -0.29 0.46 -0.18 -0.15 -0.31 0.28 -0.48 -0.25 0.27 -0.50 -0.24 0.24 -0.53 -0.25 -0.41 -0.27 0.30 -0.50 -0.25 0.20 0.18 0.18 0.23 0.19 0.17 0.23 0.24 0.22 0.20 0.18 0.18 0.18 0.19 0.17 0.18 0.18 0.20 0.23 0.18 0.17 0.20